Record 1
Density functional theory data (ωB97M-V/def2-TZVPD) for a molecular structure, C11H13AlN8O3S2 in a non-equilibrium geometry.

CARTESIAN COORDINATES (ANGSTROEM)
Al (0.37610, -0.99874, 0.27723)
N (4.42979, 0.38886, -0.16309)
C (3.15259, 0.03251, 0.10839)
S (2.59320, -1.66307, 0.16903)
N (2.33833, 1.00222, 0.48817)
N (1.14472, 0.57496, 1.04146)
C (0.74070, 1.18057, 2.15643)
C (-0.39815, 0.79637, 2.87451)
C (-0.61719, 1.41865, 4.15130)
C (-1.70043, 1.03600, 4.92197)
C (-2.63449, 0.11883, 4.40555)
C (-2.45495, -0.52979, 3.18905)
C (-1.27773, -0.24644, 2.44888)
O (-1.07269, -0.91294, 1.30638)
H (5.22525, -0.25019, -0.31772)
H (4.61676, 1.39905, -0.05413)
H (1.39018, 1.98030, 2.55287)
H (0.08690, 2.17168, 4.52138)
H (-1.85199, 1.40831, 5.93265)
H (-3.44531, -0.18046, 5.07811)
H (-3.18051, -1.28392, 2.72131)
C (0.63552, -0.60783, -4.55370)
C (-0.56266, -0.08712, -3.86386)
N (-1.70204, 0.13642, -4.46927)
N (-2.56159, 0.60263, -3.50227)
C (-1.98603, 0.57531, -2.25361)
S (-2.61676, 1.09969, -0.81218)
N (-0.69770, 0.10974, -2.50459)
N (0.35034, 0.17578, -1.51715)
H (0.51232, -0.43387, -5.63343)
H (0.72076, -1.66205, -4.28036)
H (1.53462, -0.06042, -4.20832)
H (-3.51632, 0.82491, -3.70648)
H (1.27412, -0.04808, -1.87034)
H (0.31005, 1.12518, -1.14962)
O (-0.22308, -2.63027, -0.21847)
N (0.53870, -3.41172, -1.03229)
O (0.52866, -3.15104, -2.23382)

Forces on the atoms, in the same order (eV/Å):
Al -0.880 -0.632 0.039
N 0.760 0.581 -0.470
C -1.197 -0.382 1.557
S 0.914 0.820 -0.430
N 1.235 0.377 -0.206
N -0.617 0.847 1.712
C 1.825 -0.534 -2.178
C -1.205 -0.142 1.601
C -0.387 -0.492 -0.333
C 0.248 0.130 -0.320
C 0.046 -0.890 0.127
C -0.307 -0.363 -0.441
C -0.225 0.012 -1.303
O 0.207 0.751 1.485
H -1.314 0.525 0.115
H -0.026 -1.118 -0.069
H -0.327 -0.360 -0.294
H -0.205 -0.308 -0.220
H 0.090 0.129 -0.292
H 0.043 0.194 -0.497
H 1.186 1.228 1.013
C 0.328 0.416 0.266
C -1.356 0.028 -0.661
N 0.677 0.269 0.261
N 1.932 -0.927 1.204
C -0.405 0.508 -0.187
S 0.308 -0.068 -0.219
N 0.257 0.194 0.028
N -1.856 -0.276 0.109
H 0.074 -0.314 0.484
H 0.279 0.011 -0.313
H -0.301 -0.350 -0.227
H -0.119 0.003 0.023
H -0.073 0.088 -0.692
H 0.297 0.165 -0.016
O 0.948 -0.345 -1.914
N -0.409 0.017 -1.724
O -0.444 0.208 2.984

Charge ... 0
Lowest unoccupied orbital energy ... -0.333 eV
HOMO-LUMO gap ... 7.8 eV
Calculated total energy ... -57949.5693 eV

Here are the natural (NBO) charges for atoms 1 to 2, given in e: Al 1.781; N -0.812


Record 2
Density functional theory data (ωB97M-V/def2-TZVPD) for a molecular structure, C11H13BF10N3O10RbS2 in a non-equilibrium geometry.

CARTESIAN COORDINATES (ANGSTROEM)
Rb (0.84896, -0.11098, 0.63217)
O (4.62565, -0.36144, -2.08365)
C (3.52926, 0.05335, -1.43899)
O (2.68823, -0.69854, -1.03646)
C (3.50136, 1.55796, -1.31564)
O (2.18464, 2.02068, -1.26638)
C (2.09319, 3.37004, -0.85248)
C (0.57338, 3.83022, -0.78967)
O (0.35140, 4.97667, -1.18329)
O (-0.21570, 2.99801, -0.32181)
H (4.73019, -1.31186, -1.92347)
H (4.06199, 1.99749, -2.15805)
H (4.04766, 1.79299, -0.38741)
H (2.63430, 4.03383, -1.54424)
H (2.50723, 3.48918, 0.16148)
F (-4.06977, -2.64378, 2.82305)
C (-3.14586, -2.69958, 1.85695)
F (-3.79243, -2.48370, 0.69656)
F (-2.70667, -3.96141, 1.82188)
S (-1.73741, -1.44680, 2.07229)
O (-0.90237, -1.75573, 0.95620)
O (-2.42770, -0.19896, 2.07969)
N (-1.19849, -1.94860, 3.46039)
S (0.29070, -1.45417, 3.69388)
O (0.65001, -1.54535, 5.07062)
O (0.54095, -0.23284, 2.99876)
C (1.31451, -2.81691, 2.84696)
F (0.52104, -3.88337, 2.61886)
F (2.28586, -3.25051, 3.64705)
F (1.84025, -2.47502, 1.68346)
N (-0.34804, -0.70184, -2.75257)
C (-1.25097, -0.00585, -2.59045)
N (-2.32907, 0.73503, -2.62218)
C (-2.61135, 1.80777, -1.68530)
C (-3.63241, 1.34053, -0.65101)
O (-4.80924, 0.83168, -1.27814)
C (-4.50431, -0.25848, -2.11373)
C (-3.52169, 0.16654, -3.21490)
H (-3.03226, 2.63637, -2.26966)
H (-1.69359, 2.14292, -1.19065)
H (-3.96048, 2.18050, -0.04056)
H (-3.18904, 0.57958, 0.00362)
H (-5.45326, -0.58522, -2.55337)
H (-4.06885, -1.08259, -1.52859)
H (-3.99588, 0.94439, -3.83082)
H (-3.25159, -0.68337, -3.84683)
F (3.94772, -0.45650, 2.18586)
B (5.20379, -0.98322, 1.88045)
F (5.41192, -0.84819, 0.50640)
F (6.18786, -0.27928, 2.55721)
F (5.27637, -2.32164, 2.21651)

Forces on the atoms, in the same order (eV/Å):
Rb 1.157 2.365 -2.340
O 0.333 0.098 -0.228
C 0.030 -0.021 -0.295
O 0.414 -0.283 -0.354
C 0.183 0.208 -0.044
O 0.017 -0.388 0.133
C -0.739 0.586 0.000
C 1.306 -0.242 -0.212
O -0.024 0.749 -0.226
O -0.451 -0.893 0.488
H -0.125 0.106 0.183
H -0.086 -0.071 0.171
H 0.025 -0.038 -0.073
H -0.066 -0.161 0.099
H 0.081 -0.046 -0.099
F 0.120 0.323 0.201
C -0.005 -0.178 0.100
F 0.282 0.299 0.008
F 0.328 0.065 -0.005
S -2.789 -1.663 0.283
O -0.372 -1.010 -0.500
O 0.026 0.570 0.060
N 0.225 0.312 0.006
S 0.257 -0.917 1.066
O -0.084 -0.250 0.087
O 0.214 0.430 1.249
C 0.019 -0.928 0.273
F -0.129 0.168 0.061
F -0.038 0.451 0.049
F 0.077 0.314 0.023
N 0.710 -0.520 0.208
C 0.181 -0.029 -0.310
N -0.684 0.314 -0.117
C -0.169 0.253 0.523
C 0.267 0.179 -0.126
O -0.144 -0.003 0.025
C 0.099 -0.001 -0.338
C -0.548 -0.279 -0.008
H 0.093 -0.014 0.128
H -0.061 0.117 -0.111
H 0.092 -0.012 0.039
H -0.097 0.054 -0.087
H 0.143 -0.049 0.028
H -0.023 0.053 -0.049
H 0.048 -0.134 0.044
H -0.025 0.103 0.051
F -0.718 0.214 0.176
B 0.004 0.108 -0.013
F 0.153 0.091 -0.954
F 0.585 0.490 0.458
F -0.088 -0.890 0.271

Charge ... -2
Lowest unoccupied orbital energy ... 4.071 eV
HOMO-LUMO gap ... 7.6 eV
Calculated total energy ... -86749.1077 eV

Here are the natural (NBO) charges for atoms 1 to 2, given in e: Rb 0.928; O -0.684


Record 3
Density functional theory data (ωB97M-V/def2-TZVPD) for a single C11H13ClSi molecule in a non-equilibrium geometry.

CARTESIAN COORDINATES (ANGSTROEM)
C (3.29423, -0.40335, 2.04265)
C (2.17304, -0.46495, 1.05648)
C (1.86319, 0.57260, 0.17141)
C (0.75287, 0.15214, -0.61569)
C (-0.06143, 0.71837, -1.53422)
C (-1.35682, -0.00279, -1.89195)
Si (-2.65675, 0.90992, -0.68950)
C (-1.74999, 1.94481, 0.64895)
Cl (-3.73307, -0.62124, 0.03652)
C (-1.44187, -1.44137, -1.72218)
C (-0.62446, -1.96970, -0.77534)
C (0.36503, -1.21582, -0.11310)
C (1.29991, -1.55912, 0.81423)
H (3.64295, -1.47512, 2.22376)
H (2.96289, 0.10535, 2.95203)
H (3.99937, 0.39031, 1.69447)
H (2.31008, 1.57140, 0.28875)
H (-0.07524, 1.71770, -1.81096)
H (-1.65404, 0.36301, -2.86836)
H (-3.64497, 1.78963, -1.27441)
H (-0.73895, 1.52167, 0.92189)
H (-1.33641, 2.90559, 0.45963)
H (-2.21299, 2.09504, 1.59931)
H (-2.21082, -1.96731, -2.35919)
H (-0.42446, -3.11614, -0.66482)
H (1.25870, -2.52061, 1.40961)

Forces on the atoms, in the same order (eV/Å):
C -0.072 0.027 -0.069
C 0.299 1.818 -1.206
C 0.923 -0.260 1.537
C -1.221 -0.299 -0.152
C -1.190 -2.534 1.295
C 0.344 2.373 -0.059
Si 1.672 0.844 0.638
C 1.736 -1.538 0.282
Cl -0.779 -0.573 0.820
C -0.049 -0.809 0.198
C 0.083 -3.438 -1.270
C 1.455 1.254 -0.574
C -1.131 -1.894 1.235
H 0.197 1.834 -0.003
H -0.282 -0.729 0.406
H 0.232 -1.375 -0.056
H -0.231 -0.557 -0.580
H 0.630 1.810 -0.659
H -0.248 -0.221 -0.417
H -0.203 0.252 -0.689
H -1.124 -0.534 -0.179
H -0.360 1.288 -1.240
H -0.965 -0.273 0.573
H 1.167 0.276 1.083
H -1.165 2.036 -0.096
H 0.280 1.222 -0.819

Charge ... 0
Lowest unoccupied orbital energy ... -0.151 eV
HOMO-LUMO gap ... 7.3 eV
SMILES ... CC1=CC2=C[C@H]([Si@H](C)Cl)C=CC2=C1
Calculated total energy ... -32016.9843 eV

Here are the natural (NBO) charges for atoms 1 to 2, given in e: C -0.651; C 0.021


Record 4
Density functional theory data (ωB97M-V/def2-TZVPD) for a molecular structure, C11H13MnN3O2S.

CARTESIAN COORDINATES (ANGSTROEM)
Mn (0.91489, -0.41936, 0.37711)
N (4.52255, 1.77477, 1.06707)
C (3.27527, 1.31303, 0.87925)
S (3.15743, -0.37643, 0.37639)
N (2.26879, 2.10217, 1.07449)
N (1.04043, 1.48402, 0.84562)
C (0.01114, 2.26172, 0.97662)
C (-1.36736, 1.91665, 0.78142)
C (-2.33155, 2.91374, 1.00613)
C (-3.66941, 2.64759, 0.82178)
C (-4.05856, 1.37421, 0.40136)
C (-3.13184, 0.37602, 0.16783)
C (-1.77789, 0.63984, 0.35750)
O (-0.88970, -0.33183, 0.12715)
H (5.32559, 1.19395, 0.91567)
H (4.65052, 2.73243, 1.34764)
H (0.24651, 3.28410, 1.26332)
H (-2.00716, 3.89488, 1.32756)
H (-4.40998, 3.41290, 0.99859)
H (-5.10851, 1.16069, 0.25271)
H (-3.43738, -0.60804, -0.15532)
C (0.57094, -2.26472, -2.36442)
C (0.75765, -2.98599, -1.07753)
C (0.73096, -4.46985, -0.97581)
O (0.93873, -2.34320, -0.03406)
H (0.48329, -2.93478, -3.21321)
H (1.41276, -1.58213, -2.51957)
H (-0.33520, -1.65614, -2.27727)
H (0.49733, -4.95516, -1.91794)
H (0.00968, -4.75478, -0.20890)
H (1.71007, -4.80027, -0.62117)

Forces on the atoms, in the same order (eV/Å):
Mn -0.150 0.142 -0.068
N -0.048 0.075 0.005
C 0.050 0.199 0.049
S -0.014 0.027 0.035
N -0.006 -0.301 -0.097
N 0.077 -0.091 0.033
C -0.073 -0.057 -0.009
C 0.145 0.064 -0.001
C -0.163 -0.068 -0.023
C 0.121 -0.006 0.006
C -0.012 -0.016 -0.015
C -0.011 0.177 0.061
C 0.094 -0.088 -0.002
O 0.005 0.016 -0.001
H -0.015 -0.016 0.000
H 0.017 -0.009 0.004
H -0.019 -0.029 -0.016
H 0.010 0.019 0.009
H -0.015 0.021 0.003
H -0.019 -0.001 0.001
H 0.016 -0.045 -0.011
C 0.022 0.001 -0.068
C -0.029 -0.032 0.065
C -0.012 0.048 -0.043
O 0.051 0.002 0.090
H -0.007 0.012 -0.012
H -0.032 -0.023 0.020
H 0.010 -0.020 -0.013
H 0.000 0.021 0.005
H -0.004 -0.009 0.008
H 0.012 -0.013 -0.013

Charge ... +1
Spin multiplicity ... 5
<S²> ... 6.08
Lowest unoccupied orbital energy (alpha / beta) ... -4.647 / -4.305 eV
HOMO-LUMO gap (alpha / beta) ... 6.8 / 7.3 eV
Calculated total energy ... -62333.9124 eV

Here are the natural (NBO) charges for atoms 1 to 2, given in e: Mn 1.544; N -0.772


Record 5
Density functional theory data (ωB97M-V/def2-TZVPD) for a single C11H13N molecule in a non-equilibrium geometry.

CARTESIAN COORDINATES (ANGSTROEM)
C (3.58736, 0.02121, 0.14185)
C (2.73872, -1.02059, 0.46045)
C (1.21626, -1.21608, 0.42318)
N (0.60025, -0.12160, -0.24377)
C (-0.77335, 0.04470, -0.06290)
C (-1.48286, -1.12309, -0.44713)
C (-2.91204, -1.14541, -0.32485)
C (-3.69406, 0.03095, -0.00764)
C (-2.97793, 1.08783, 0.45701)
C (-1.48654, 1.17612, 0.49990)
C (1.34126, 1.08558, -0.27406)
C (2.84837, 0.92620, -0.67037)
H (4.73729, 0.36538, 0.71167)
H (3.48979, -1.67814, 1.13391)
H (1.14189, -2.07510, -0.27557)
H (1.14442, -1.41895, 1.59841)
H (-0.83103, -1.99011, -0.63291)
H (-3.36900, -2.19542, -0.60579)
H (-4.71871, 0.29169, -0.42904)
H (-3.49327, 2.05962, 0.64492)
H (-0.99733, 2.17732, 0.77546)
H (1.28257, 1.48120, 0.75641)
H (0.97468, 2.06335, -0.71643)
H (3.09763, 2.04943, -0.70209)
H (2.90813, 0.51637, -1.72526)

Forces on the atoms, in the same order (eV/Å):
C 0.310 -1.047 2.986
C 6.052 -0.148 2.915
C 3.573 -1.114 0.525
N -1.011 1.668 -0.731
C -1.766 0.292 0.756
C -2.469 0.858 1.793
C 0.594 -1.989 -1.344
C 0.475 -0.947 -1.499
C 2.877 2.610 0.101
C -0.967 -0.971 -1.133
C 1.581 2.093 1.732
C -1.694 4.118 -2.923
H -3.718 -1.768 -2.168
H -2.880 0.360 -1.167
H -0.597 -0.283 1.288
H -1.227 0.350 -2.429
H -1.079 0.261 -0.311
H 0.497 2.482 0.502
H 1.112 -1.199 1.207
H 0.369 -0.934 -0.011
H -0.787 -1.874 -0.390
H 0.884 -0.036 0.430
H -0.522 -1.991 -0.857
H 0.610 -1.712 -0.041
H -0.215 0.920 0.769

Charge ... 0
Lowest unoccupied orbital energy ... 0.770 eV
HOMO-LUMO gap ... 8.9 eV
SMILES ... C1=CCN(c2ccccc2)CC1
Calculated total energy ... -13102.6742 eV

Here are the natural (NBO) charges for atoms 1 to 2, given in e: C -0.199; C -0.227


Record 6
Density functional theory data (ωB97M-V/def2-TZVPD) for a gas-phase ion, C11H13N2O (charge +1) in a non-equilibrium geometry.

CARTESIAN COORDINATES (ANGSTROEM)
C (0.91589, -1.63322, -1.59381)
C (0.84742, -2.19988, -0.23585)
C (0.64414, -0.31219, -1.62493)
C (1.77895, -1.32551, 0.65146)
C (0.35957, 0.34178, -0.32554)
C (1.58182, -0.00384, 0.60766)
C (0.06744, 2.89023, -0.92160)
C (-0.13201, 1.68563, -0.40964)
C (-1.99441, -0.07532, 0.21346)
C (2.25328, 0.88473, 1.53871)
C (-3.18927, -0.93854, 0.45980)
N (-0.78076, -0.51522, 0.17930)
N (-2.05368, 1.23984, 0.15440)
O (-0.46675, -1.85423, 0.25870)
H (1.34103, -2.22750, -2.41213)
H (0.94460, -3.20136, -0.00172)
H (0.89368, 0.26231, -2.58202)
H (2.49929, -1.75668, 1.20301)
H (-0.66482, 3.69244, -0.89623)
H (1.01341, 3.15954, -1.50305)
H (2.97386, 1.28674, 1.00202)
H (1.65834, 1.65565, 2.01065)
H (2.64372, 0.34167, 2.42268)
H (-3.04889, -1.17736, 1.52592)
H (-3.11590, -1.79933, -0.20550)
H (-4.09507, -0.38540, 0.40547)
H (-2.87487, 1.96500, 0.07878)

Forces on the atoms, in the same order (eV/Å):
C 0.539 0.653 -0.898
C 0.566 4.033 1.026
C 1.671 -0.826 -3.487
C -2.403 1.423 -2.772
C 0.727 -1.790 0.809
C -1.910 -2.208 0.408
C 0.971 -0.750 -0.380
C -3.857 2.178 0.050
C -1.786 1.968 0.106
C -2.369 -1.078 3.321
C 1.665 -0.181 0.789
N 2.444 -1.100 -0.203
N 1.779 2.963 -1.229
O -2.235 -0.596 0.912
H -0.516 0.501 0.137
H 0.097 -2.075 -0.130
H -0.850 -0.599 1.601
H 2.262 -1.456 2.081
H -0.038 -0.325 0.128
H -1.124 -0.644 1.170
H 3.900 2.494 -1.938
H -0.461 0.339 -0.371
H 0.103 0.054 -0.809
H -0.295 -0.682 -0.351
H -0.338 -0.099 0.356
H -0.651 0.396 -0.466
H 2.109 -2.593 0.140

Charge ... +1
Lowest unoccupied orbital energy ... -3.914 eV
HOMO-LUMO gap ... 8.7 eV
Calculated total energy ... -16632.3800 eV

Here are the natural (NBO) charges for atoms 1 to 2, given in e: C -0.168; C 0.009